Molecular formula: C12H31AsN3PtSbSe4
Method: DFT, wB97M-V/def2-TZVPD

As for the LUMO energy: -0.629 eV. Its HOMO-LUMO gap is 6.108 eV. For the relative energy (zero: lowest compared OMol25 entry of this formula, charge and spin), the calculation gives 8.8 kcal/mol.

```
53
Properties=species:S:1:pos:R:3:forces:R:3
Pt 0.2196 0.1402 0.6385 -0.9867 -0.0879 0.6698
N -2.0908 1.9173 -1.3505 0.1983 -0.6947 -1.5508
C -2.2135 0.4448 -1.1631 -0.0685 0.1295 0.3545
C -2.1610 -0.4216 -2.3972 0.0370 -0.0025 -0.0003
C -1.7593 -1.8473 -1.9625 -0.0327 0.0727 0.0212
N -0.3313 -1.8403 -1.6776 0.0254 -0.0743 -0.0118
C -2.5260 -2.3341 -0.7193 -0.0861 0.0508 -0.0073
C -2.7692 -1.3278 0.4152 -0.1024 0.0472 -0.0524
N -1.5960 -1.0663 1.3110 0.0278 0.1997 -0.1093
C -3.2960 -0.0138 -0.1901 0.1262 0.0108 0.0192
H -2.7894 2.3550 -1.9455 -0.0431 -0.0314 0.0253
H -1.1367 2.1339 -1.6955 -0.1859 -0.0300 -0.0033
H -2.0770 2.3213 -0.3838 -0.1605 0.5528 1.0692
H -1.3111 0.2356 -0.5813 0.0948 0.0365 -0.6046
H -1.4129 -0.0537 -3.1053 -0.0056 0.0064 0.0058
H -3.1238 -0.4319 -2.9151 -0.0351 -0.0107 0.0358
H -2.0283 -2.5231 -2.7837 0.0488 -0.0344 -0.0092
H 0.2230 -1.5716 -2.4816 -0.0151 0.0013 0.0007
H -0.0082 -2.7452 -1.3599 0.0050 -0.0014 -0.0114
H -2.0529 -3.2436 -0.3376 0.0518 0.0112 0.0110
H -3.5245 -2.6360 -1.0487 0.0105 -0.0302 -0.0017
H -3.5444 -1.7461 1.0636 -0.0934 0.0021 -0.1304
H -1.3947 -1.9059 1.8420 0.0386 -0.0387 -0.0655
H -1.9023 -0.3606 1.9854 0.0829 -0.0464 0.0526
H -3.4602 0.7194 0.6001 -0.0232 -0.0246 -0.0913
H -4.2467 -0.1978 -0.6960 -0.0080 -0.0426 -0.0150
Se 0.3992 5.4904 0.3070 -0.0758 0.2243 -0.0650
Sb 0.4859 3.4334 1.4868 0.1862 -0.2015 -0.2841
Se 1.4288 1.8406 -0.4142 0.2511 0.3561 0.0215
Se 1.7739 2.9414 3.4460 0.0536 0.0220 0.0487
Se -1.7803 2.3710 1.6278 0.2144 -0.1128 0.5036
C 1.0291 -3.5235 1.5859 -0.0535 0.0106 -0.0237
C 2.2366 -2.6255 1.3673 0.1294 0.1187 0.1278
As 1.9600 -0.7379 1.8469 0.3896 -0.4930 0.1453
C 1.5659 -0.7417 3.7619 0.1017 0.0782 -0.1167
C 0.0835 -0.8044 4.0955 -0.0298 -0.0024 0.0341
C 3.7788 -0.0638 1.7644 -0.1304 -0.0108 0.0219
C 4.4262 -0.2031 0.3946 0.0224 0.0320 -0.0098
H 1.2203 -4.5355 1.2248 0.0347 -0.0044 0.0309
H 0.1679 -3.1412 1.0349 -0.0287 0.0097 0.0061
H 0.7634 -3.5973 2.6428 -0.0139 0.0286 -0.0334
H 2.5275 -2.6170 0.3157 -0.0040 0.0043 0.0038
H 3.0963 -2.9835 1.9409 -0.0065 0.0253 -0.0036
H 1.9675 0.2113 4.1166 0.0245 -0.1070 -0.0491
H 2.1424 -1.5585 4.2022 -0.0344 -0.0346 0.0275
H -0.4374 0.0348 3.6274 0.0252 -0.0063 0.0306
H -0.0639 -0.7129 5.1724 0.0165 -0.0182 -0.0024
H -0.3807 -1.7452 3.7827 0.0426 0.0378 0.0097
H 4.3258 -0.6427 2.5147 -0.0325 0.0498 0.0399
H 3.7171 0.9694 2.1093 0.0193 0.0396 -0.0843
H 4.5650 -1.2501 0.1175 -0.0177 0.0125 -0.0041
H 5.4103 0.2672 0.4047 0.0023 -0.0103 -0.0102
H 3.8328 0.2909 -0.3758 0.0128 -0.0195 0.0342
```
Forces are in eV/Å.

Molecular formula: C12H31BCl2N2O9P
Method: DFT, wB97M-V/def2-TZVPD

Its charge is -1. As for the LUMO energy: 2.579 eV. Its HOMO-LUMO gap is 6.903 eV.

```
58
Properties=species:S:1:pos:R:3:forces:R:3
C -1.4577 -1.1785 4.7501 0.5414 -0.0478 0.1837
C -0.8093 -0.2680 3.7559 -0.2617 -0.0450 -0.2523
Cl 0.5244 0.6226 4.4800 0.0440 0.0291 0.2570
C -1.1243 -0.0511 2.4801 0.1380 -0.3789 0.0359
Cl -2.5617 -0.9684 1.9556 -0.1005 -0.0113 0.0774
P -0.2720 1.1847 1.2102 0.2335 1.4321 -0.2381
B 0.5244 2.5861 0.0418 -0.2904 -0.5155 -0.2278
O 1.9059 2.4778 -0.2636 0.0451 0.1740 -0.5375
N -0.1887 3.7464 -0.4842 1.5484 0.4049 0.4361
C -0.6956 4.6199 0.5913 -0.6158 -0.5715 -0.1484
C 0.6065 4.5621 -1.4155 -0.6837 0.2072 0.0429
O -1.6528 1.0431 0.1190 -0.2003 -0.1641 0.4467
C -1.4477 0.1545 -0.9185 0.2357 -0.3419 -0.6336
C -0.3680 -0.8305 -0.4915 0.1459 -0.3419 1.0152
C 0.3052 -1.6086 -1.5765 0.2601 0.2422 -0.2597
C -0.3649 -1.9635 -2.7483 0.2940 0.0081 0.2018
C 0.2943 -2.7339 -3.6920 -0.2341 -0.0331 0.0442
N 1.5458 -3.1754 -3.5607 0.0330 -0.0727 0.1528
C 2.1852 -2.8128 -2.4450 -0.0129 0.0139 0.2287
C 1.6203 -2.0453 -1.4371 -0.1426 -0.0241 -0.2480
O 0.5116 -0.1451 0.3552 0.0159 -0.0015 -0.4424
H -1.9966 -0.6119 5.5102 -0.2288 -0.0066 -0.0461
H -0.6712 -1.7298 5.2716 0.0074 -0.0439 0.0431
H -2.0979 -1.9063 4.2690 -0.2179 0.0711 0.0032
H -0.9681 2.2164 1.9670 -0.0226 -0.2225 -0.0037
H 0.8987 1.2254 2.0243 -0.2551 -0.1667 0.2399
H 2.0859 1.9262 -1.0307 -0.0390 -0.3178 0.1860
H 0.0253 4.7388 1.4063 0.0840 0.1756 -0.0114
H -1.5959 4.1866 1.0198 -0.0807 0.0401 0.0394
H -0.9309 5.6030 0.1869 -0.0741 0.0649 -0.0474
H 1.1907 3.9464 -2.0892 0.1121 -0.0387 0.0116
H -0.0802 5.1614 -2.0210 -0.0260 0.0308 -0.0585
H 1.2568 5.2692 -0.8913 0.2729 -0.1002 -0.0229
H -2.3313 -0.4381 -1.1690 -0.2455 0.2820 0.0702
H -1.1375 0.6792 -1.8379 0.0552 0.0510 -0.0262
H -0.8305 -1.6019 0.1434 -0.3038 -0.1046 -0.2488
H -1.3840 -1.6434 -2.9086 -0.0662 -0.0204 -0.1069
H -0.2301 -3.0234 -4.5947 0.0475 -0.0390 -0.1036
H 3.2028 -3.1677 -2.3320 0.0721 -0.0446 -0.0915
H 2.1819 -1.7932 -0.5506 0.0315 0.0729 0.0401
O 2.9852 -5.3931 -4.9902 0.1035 -0.1064 0.1664
H 2.3552 -6.0392 -5.3187 0.0467 -0.0455 -0.0094
H 2.4551 -4.7967 -4.4305 -0.0750 0.3940 -0.1193
O -4.6483 -0.1742 -1.4529 0.0376 -0.0798 -0.1999
H -5.4101 0.2783 -1.8252 -0.0403 0.0397 0.1169
H -4.3224 0.4202 -0.7653 0.0213 -0.0287 0.0286
O -0.9323 -0.0817 8.0497 0.0632 -0.0098 0.0329
H -0.5362 -0.1060 7.1705 -0.0097 0.0231 -0.0913
H -0.4155 0.5772 8.5218 -0.0104 0.0189 -0.0031
O 5.7786 -4.7212 -3.3165 -0.0485 -0.0580 -0.0578
H 5.0673 -4.9648 -3.9239 -0.0995 0.0198 -0.0529
H 5.9658 -5.5323 -2.8364 -0.0096 0.0068 0.0282
O 4.9017 2.9826 -0.7569 0.0397 -0.0554 0.0294
H 5.4195 3.0742 0.0471 0.0131 -0.0156 0.0010
H 4.0270 2.7143 -0.4440 -0.1671 0.1588 0.0435
O -6.3900 0.0730 0.9008 -0.1591 0.0316 0.2460
H -5.7982 0.2678 1.6357 0.0481 0.0044 -0.0269
H -6.1712 -0.8314 0.6550 0.1300 0.0566 -0.1332
```
Forces are in eV/Å.

Molecular formula: C12H32B2F26N4O4P3
Method: DFT, wB97M-V/def2-TZVPD

Its charge is -1. As for the LUMO energy: -0.389 eV. Its HOMO-LUMO gap is 7.852 eV.

```
83
Properties=species:S:1:pos:R:3:forces:R:3
C 1.5551 -3.1985 -5.3353 1.1366 0.9309 -0.0381
C 0.5482 -2.7440 -4.3465 0.1532 -0.0179 -0.1985
O -0.4124 -3.3240 -4.0104 -0.6469 -0.3865 0.4508
N 0.7995 -1.3687 -3.7417 0.5221 0.4128 -1.4781
H 1.8028 -1.2901 -3.5403 -0.2058 0.0453 0.4282
H 0.7024 -0.7321 -4.5492 -0.3602 0.2731 0.3983
C -0.0650 -1.0105 -2.5959 0.1200 0.0643 1.4488
H 2.5590 -3.2309 -4.8904 -0.2387 -0.5246 0.3491
H 1.7714 -2.4333 -6.0908 -0.6595 -0.1472 -0.2561
H 1.2561 -4.1481 -5.7539 0.0471 -0.0370 -0.1238
H 0.3343 -0.1442 -2.0650 0.1123 0.1450 -0.3770
H 0.0416 -1.8398 -1.9015 -0.3697 -0.0511 0.0374
H -1.1100 -0.8398 -2.8376 0.0388 -0.1825 -0.4192
C 5.1474 3.7217 1.1381 0.2769 -0.9741 0.3734
C 5.3004 2.2480 1.3742 -0.5167 0.8989 0.7310
O 6.1536 1.6937 1.9667 0.6711 -0.7356 -0.0445
N 4.0917 1.4563 0.9230 0.0552 1.2280 -1.6656
H 3.4649 1.2134 1.6970 0.2900 -0.4292 0.4154
H 3.5604 2.1384 0.3530 -0.4888 -0.2184 0.0694
C 4.4703 0.3592 -0.0193 -0.9619 -0.4807 1.5136
H 5.2273 3.9659 0.0805 -0.2763 0.0872 -0.0468
H 5.9271 4.2034 1.7179 -0.0742 0.1828 0.0051
H 4.1425 3.9314 1.5050 0.0088 0.5748 -0.1652
H 4.6996 0.8270 -0.9639 0.2917 -0.1654 -0.1699
H 3.5858 -0.2735 -0.0758 -0.0466 0.0876 -0.4120
H 5.2270 -0.2414 0.4775 0.4070 0.2041 -0.3431
C -1.1757 2.0325 -0.4361 -0.6790 -0.3862 0.2228
C -0.3851 1.2145 0.5069 1.0064 1.4757 0.1879
O 0.6660 0.6939 0.2499 -0.0278 -0.8484 -0.2415
N -0.7125 1.2449 1.9694 -0.2181 -0.2470 -1.1255
H 0.2008 1.1142 2.4230 -0.2739 0.1990 0.2730
H -1.1640 2.1388 2.2844 0.2306 0.0287 0.1286
C -1.6131 0.0831 2.2084 0.2639 -0.3566 0.9126
H -0.8604 1.8313 -1.4538 0.2200 0.3051 -0.0072
H -1.0118 3.0756 -0.1476 0.0951 0.0421 -0.2083
H -2.2525 1.8700 -0.4172 0.0230 -0.0712 0.3469
H -1.2077 -0.7809 1.6905 -0.0909 0.0596 -0.2151
H -2.6157 0.3427 1.9016 -0.0742 -0.0757 -0.0435
H -1.5592 -0.1282 3.2739 -0.3336 0.1430 0.0426
C -3.4835 -4.9431 2.0838 -0.4228 1.1120 -0.1213
C -2.0827 -4.4614 1.9829 -1.3154 -0.3370 0.3693
O -1.6010 -3.5677 2.5618 0.8134 0.5472 0.1168
N -1.1538 -5.3128 1.1285 1.3261 -0.1787 0.2098
H -0.2183 -5.1029 1.5003 -0.1611 0.1892 -0.1263
H -1.2611 -6.3117 1.3229 -0.5543 0.1138 -0.2475
C -1.1699 -4.9893 -0.3316 0.3889 -0.1414 -0.4991
H -3.8664 -5.5157 1.2449 0.2313 -0.4040 0.1546
H -4.0734 -4.0190 2.0899 -0.0030 -0.0414 -0.0102
H -3.6046 -5.3657 3.0826 -0.0545 -0.4199 -0.1996
H -0.5460 -4.1157 -0.4901 -0.2792 0.2503 0.1758
H -2.1779 -4.7956 -0.6901 -0.0796 0.0168 0.1456
H -0.6892 -5.8123 -0.8554 -0.2337 -0.1160 -0.0416
P -3.7916 -1.6860 -0.5280 -1.2524 0.9017 -0.0673
F -2.1853 -1.8674 -0.2690 0.4473 -0.6532 0.0418
F -3.5586 -1.8548 -2.1188 0.6428 0.0963 0.0728
F -3.9828 -3.3231 -0.4241 0.3827 -0.3481 0.1370
F -5.3486 -1.5056 -0.8136 -0.2312 -0.2331 0.1079
F -4.0674 -1.5899 1.0640 0.3468 -0.5962 0.2572
F -3.5636 -0.1099 -0.5410 0.2040 0.1028 -0.5395
P 2.3912 0.7977 4.2827 0.3582 0.9718 2.4906
F 1.1735 1.3585 5.1721 0.2490 -0.0981 -0.3480
F 1.4755 -0.4333 3.7771 -0.1528 0.1013 -0.3297
F 1.8860 1.7629 3.0626 0.1168 -0.5970 -0.9271
F 3.6112 0.1910 3.3760 -0.0846 0.1499 -0.5747
F 3.3713 2.0277 4.7209 -0.2307 -0.2507 -0.2216
F 2.9291 -0.0282 5.5559 -0.0866 -0.4631 -0.3576
P -3.0262 3.3723 -3.7988 -1.0898 1.4154 1.0009
F -4.2256 2.3960 -4.2796 0.5955 -0.4105 -0.2052
F -2.9057 3.9807 -5.2907 -0.0959 -0.0607 -0.0843
F -4.1751 4.4672 -3.3896 0.2103 -0.3442 -0.1882
F -1.9360 4.4490 -3.2731 0.3325 -0.4996 -0.0850
F -3.0960 2.7016 -2.3036 -0.1364 0.2443 -0.4137
F -1.8632 2.3072 -4.1571 0.2283 -0.5497 -0.2528
B -2.7153 2.9406 3.8409 -0.4768 0.1562 0.1499
F -1.5924 3.5248 3.1464 -0.0042 -0.4526 -0.2431
F -3.4897 2.2014 2.9115 0.2526 0.2093 -0.1349
F -2.2217 2.0195 4.7827 -0.0175 0.3429 -0.0393
F -3.4651 3.9821 4.3777 0.1967 -0.3989 0.1583
B 2.6233 3.7498 -1.2270 -0.3260 0.1475 -0.4030
F 2.2856 3.6967 0.1543 0.2572 -0.1094 -0.0727
F 2.9794 2.3921 -1.5864 0.2402 -0.2016 0.1135
F 1.5644 4.1677 -1.9904 0.0584 -0.0938 0.1154
F 3.7570 4.5528 -1.4328 -0.0174 -0.1225 0.1604
```
Forces are in eV/Å.

Molecular formula: C12H32BFN3O3
Method: DFT, wB97M-V/def2-TZVPD

Its charge is -1. As for the LUMO energy: 2.799 eV. Its HOMO-LUMO gap is 8.024 eV.

```
52
Properties=species:S:1:pos:R:3:forces:R:3
N 3.5141 0.2599 -2.3181 0.0521 0.0131 -0.0979
C 2.1903 0.9274 -2.2115 0.0258 0.1273 -0.0662
C 1.2519 0.6094 -3.3712 0.0029 -0.0136 0.0006
B -0.3473 0.8816 -3.0891 0.0505 0.0922 -0.0005
C -1.0637 -0.3137 -2.1784 -0.0674 -0.1073 -0.0114
C -1.1871 -0.2439 -0.6989 0.3339 0.3911 -0.3115
O -1.9332 -0.8244 0.0251 -0.4275 -0.2949 0.2931
F -0.3191 0.6165 -0.0885 0.1027 -0.0376 -0.0330
H 3.4100 -0.5691 -2.8930 -0.0048 0.0155 0.0622
H 3.8323 -0.0574 -1.4094 -0.0239 0.0156 -0.0258
H 2.3612 2.0086 -2.1874 -0.0937 -0.0727 0.0578
H 1.7090 0.6782 -1.2635 -0.0111 -0.1046 0.0183
H 1.4093 -0.4477 -3.6578 -0.0910 0.0316 0.0317
H 1.5604 1.1980 -4.2458 0.0651 -0.0665 0.0293
H -0.5112 1.9773 -2.5530 -0.0139 -0.0192 -0.0122
H -0.9438 0.8850 -4.1706 0.0198 -0.0401 0.0489
H -2.0980 -0.4876 -2.4980 0.0746 -0.0493 -0.0240
H -0.5610 -1.2807 -2.3530 0.0119 0.0827 -0.0163
C -5.1841 -3.6636 2.5047 0.0188 -0.0196 0.0031
C -4.2166 -3.0244 1.5140 -0.0013 0.0907 0.0035
C -4.0587 -3.7941 0.2006 -0.0425 -0.0319 -0.0001
O -3.3667 -5.0307 0.3169 0.0176 -0.0195 0.0500
C -4.1609 -6.1450 0.6428 -0.0101 0.0113 -0.0351
N -2.9399 -2.7542 2.1704 0.0562 -0.1413 -0.1539
H -4.7301 -4.5263 2.9958 0.0090 -0.0072 -0.0155
H -5.4408 -2.9465 3.2842 0.0168 -0.0044 0.0042
H -6.1041 -3.9924 2.0153 -0.0028 0.0046 0.0006
H -4.6261 -2.0503 1.2241 -0.0279 -0.0240 -0.0229
H -3.4606 -3.1821 -0.4762 0.0101 -0.0084 0.0051
H -5.0406 -3.9712 -0.2623 0.0094 0.0381 -0.0022
H -5.1385 -6.0938 0.1481 0.0043 -0.0163 -0.0078
H -4.3271 -6.2451 1.7194 -0.0122 0.0095 0.0046
H -3.6374 -7.0341 0.2896 -0.0009 0.0007 0.0083
H -2.3780 -2.2019 1.5258 0.0257 0.1365 0.1801
H -2.4441 -3.6357 2.2768 -0.0482 -0.0001 0.0367
C 4.5424 4.2807 2.2634 -0.0047 0.0219 -0.0217
C 3.3142 3.3826 2.1772 -0.0319 -0.0292 0.0563
C 3.1099 2.7416 0.8026 -0.0333 -0.0969 -0.0738
O 2.6852 3.6444 -0.1948 0.0327 0.2222 0.1507
C 3.7055 4.2952 -0.9166 0.0082 -0.0896 -0.0865
N 2.1394 4.1325 2.6289 -0.0205 -0.0032 -0.0241
H 4.3696 5.2269 1.7477 -0.0053 -0.0172 -0.0151
H 4.7656 4.5117 3.3051 -0.0151 0.0150 -0.0023
H 5.4155 3.8034 1.8141 0.0038 -0.0033 0.0069
H 3.4530 2.5520 2.8788 0.0257 -0.0069 -0.0184
H 2.3133 1.9970 0.8796 -0.0046 0.0052 -0.0158
H 4.0227 2.2238 0.4757 -0.0035 -0.0025 0.0280
H 4.5860 3.6520 -1.0224 -0.0096 0.0038 -0.0288
H 4.0120 5.2377 -0.4506 0.0038 -0.0130 0.0192
H 3.3124 4.5061 -1.9109 0.0075 0.0162 -0.0001
H 1.3473 3.5018 2.7032 0.0087 0.0004 0.0127
H 1.8861 4.7845 1.8909 0.0100 -0.0049 0.0113
```
Forces are in eV/Å.